1.
{"formula": "C32H80O16", "method": "ωB97M-V/def2-TZVPD", "smiles": "COCCOC.COCCOC.COCCOC.COCCOC.COCCOC.COCCOC.COCCOC.COCCOC", "total_charge": 0, "homo_ha": -0.34291, "orbital_gap_ha": 0.36357, "lumo_ev": 0.562, "de_lowest_kcal_mol": 25.8, "elements": ["O", "O", "O", "O", "O", "O", "O", "O", "O", "O", "O", "O", "O", "O", "O", "O", "C", "C", "C", "C", "C", "C", "C", "C", "C", "C", "C", "C", "C", "C", "C", "C", "C", "C", "C", "C", "C", "C", "C", "C", "C", "C", "C", "C", "C", "C", "C", "C", "H", "H", "H", "H", "H", "H", "H", "H", "H", "H", "H", "H", "H", "H", "H", "H", "H", "H", "H", "H", "H", "H", "H", "H", "H", "H", "H", "H", "H", "H", "H", "H", "H", "H", "H", "H", "H", "H", "H", "H", "H", "H", "H", "H", "H", "H", "H", "H", "H", "H", "H", "H", "H", "H", "H", "H", "H", "H", "H", "H", "H", "H", "H", "H", "H", "H", "H", "H", "H", "H", "H", "H", "H", "H", "H", "H", "H", "H", "H", "H"], "coordinates": [[-18.020, 19.804, 7.228], [-9.585, 12.086, -2.470], [-12.721, 8.716, -0.751], [-14.388, 16.783, 7.968], [-6.642, 11.108, -4.285], [-14.094, 12.525, -1.448], [-9.987, 11.715, -8.869], [-12.400, 16.928, 2.177], [-11.859, 11.691, -5.894], [-14.659, 13.305, 2.034], [-16.383, 18.242, 4.377], [-18.278, 14.049, -1.495], [-21.180, 13.699, -2.994], [-13.529, 8.081, -3.954], [-16.152, 18.351, 10.745], [-11.750, 20.225, 1.034], [-5.396, 11.657, -4.653], [-13.235, 8.263, -5.326], [-14.939, 13.425, 0.642], [-17.909, 18.919, 6.150], [-8.783, 11.374, -3.389], [-11.329, 19.071, 1.708], [-15.969, 17.580, 11.908], [-7.404, 11.967, -3.483], [-11.119, 21.394, 1.469], [-13.391, 8.302, 0.413], [-19.527, 13.449, -1.170], [-20.467, 14.696, -3.702], [-15.196, 18.141, 9.746], [-13.565, 13.623, -2.172], [-15.225, 14.328, 2.801], [-16.494, 19.003, 5.562], [-15.197, 18.505, 3.668], [-10.843, 11.495, -2.335], [-13.600, 9.045, -1.793], [-20.329, 12.821, -2.299], [-12.937, 9.089, -3.145], [-12.104, 17.862, 1.183], [-10.043, 12.057, -10.235], [-12.823, 12.710, -5.766], [-17.404, 13.236, -2.295], [-18.359, 21.129, 6.861], [-11.276, 16.276, 2.727], [-15.209, 16.746, 9.108], [-14.692, 15.771, 7.054], [-11.004, 12.357, -8.138], [-13.917, 12.553, -0.054], [-10.747, 12.089, -6.652], [-19.262, 21.113, 6.244], [-14.919, 17.617, 12.241], [-18.531, 21.675, 7.785], [-17.542, 21.621, 6.324], [-9.281, 11.443, -4.366], [-14.901, 14.146, 3.829], [-12.186, 8.028, -5.540], [-13.913, 11.552, 0.380], [-18.614, 19.082, 5.327], [-15.955, 13.065, 0.446], [-12.911, 12.947, 0.165], [-14.197, 18.250, 10.208], [-10.248, 18.892, 1.570], [-11.404, 11.598, -3.274], [-12.514, 13.795, -1.907], [-12.628, 8.167, 1.177], [-14.788, 15.330, 2.646], [-17.679, 13.335, -3.348], [-18.016, 17.908, 6.545], [-5.441, 12.554, -5.274], [-14.792, 16.080, 9.876], [-15.025, 19.554, 3.403], [-10.085, 21.431, 1.106], [-17.543, 12.198, -1.979], [-11.098, 21.576, 2.553], [-11.862, 8.876, -3.116], [-20.105, 14.270, -0.745], [-10.958, 13.440, -8.328], [-19.843, 14.265, -4.496], [-8.751, 10.324, -3.075], [-14.085, 14.520, -1.813], [-14.019, 15.841, 6.199], [-20.940, 12.040, -1.838], [-11.446, 19.172, 2.796], [-19.698, 12.249, -2.998], [-15.688, 15.892, 6.598], [-15.345, 17.956, 2.734], [-14.290, 18.084, 4.117], [-10.828, 10.426, -2.089], [-16.653, 17.985, 12.646], [-13.975, 7.399, 0.213], [-10.768, 16.958, 3.426], [-11.558, 17.393, 0.350], [-14.218, 9.933, -1.580], [-14.049, 9.100, 0.789], [-4.933, 10.891, -5.284], [-16.421, 13.630, -2.073], [-16.145, 16.506, 11.759], [-14.413, 8.299, -1.854], [-11.610, 15.473, 3.380], [-13.684, 13.368, -3.215], [-21.217, 15.319, -4.186], [-11.027, 11.795, -10.640], [-12.513, 13.649, -5.285], [-16.238, 16.445, 8.878], [-13.022, 10.077, -3.611], [-10.572, 15.962, 1.954], [-9.891, 13.138, -10.356], [-19.327, 12.677, -0.415], [-11.694, 22.237, 1.082], [-13.206, 12.996, -6.752], [-10.082, 11.219, -6.653], [-19.848, 15.309, -3.043], [-16.273, 20.063, 5.380], [-13.835, 7.519, -5.852], [-4.734, 11.740, -3.785], [-9.250, 11.548, -10.775], [-15.759, 18.610, 6.277], [-11.994, 12.001, -8.455], [-14.838, 14.490, 0.408], [-14.662, 14.762, 7.478], [-13.621, 12.311, -5.139], [-7.000, 12.100, -2.467], [-11.401, 11.945, -1.517], [-16.310, 14.399, 2.685], [-15.234, 18.922, 8.988], [-13.508, 9.261, -5.674], [-13.010, 18.256, 0.715], [-10.156, 12.898, -6.207], [-7.440, 12.973, -3.923]], "lowdin_charge": [-0.184, -0.164, -0.181, -0.180, -0.178, -0.219, -0.187, -0.207, -0.192, -0.186, -0.182, -0.220, -0.174, -0.186, -0.175, -0.178, -0.115, -0.104, -0.189, -0.206, -0.198, -0.228, -0.115, -0.222, -0.125, -0.109, -0.202, -0.102, -0.213, -0.090, -0.119, -0.211, -0.120, -0.112, -0.212, -0.227, -0.199, -0.209, -0.112, -0.116, -0.081, -0.099, -0.096, -0.218, -0.129, -0.223, -0.201, -0.209, 0.089, 0.092, 0.089, 0.080, 0.111, 0.084, 0.091, 0.119, 0.128, 0.129, 0.128, 0.125, 0.128, 0.080, 0.085, 0.090, 0.075, 0.080, 0.124, 0.088, 0.122, 0.091, 0.090, 0.096, 0.089, 0.124, 0.133, 0.124, 0.089, 0.137, 0.087, 0.082, 0.126, 0.127, 0.118, 0.086, 0.084, 0.083, 0.082, 0.089, 0.091, 0.086, 0.125, 0.115, 0.081, 0.088, 0.066, 0.083, 0.127, 0.088, 0.064, 0.089, 0.089, 0.093, 0.133, 0.104, 0.095, 0.087, 0.123, 0.088, 0.087, 0.129, 0.086, 0.116, 0.086, 0.089, 0.088, 0.118, 0.129, 0.125, 0.092, 0.078, 0.134, 0.077, 0.095, 0.124, 0.079, 0.128, 0.129, 0.128]}

2.
{"formula": "C4H9O4", "method": "ωB97M-V/def2-TZVPD", "total_charge": 0, "homo_ha": [-0.39209, -0.39165], "orbital_gap_ha": [0.41429, 0.26380], "lumo_ev": [0.604, -3.479], "spin_multiplicity": 2, "de_lowest_kcal_mol": 5.2, "elements": ["O", "O", "O", "O", "C", "C", "C", "C", "H", "H", "H", "H", "H", "H", "H", "H", "H"], "coordinates": [[-2.513, -0.429, -1.876], [-2.077, 0.917, -0.208], [-1.245, 1.628, 2.551], [2.042, 0.088, 1.131], [-1.785, -0.065, -0.874], [-0.559, -0.941, -0.645], [0.708, -0.123, -0.948], [1.908, -0.592, -0.132], [0.546, 0.923, -0.718], [0.944, -0.202, -2.003], [-0.584, -1.180, 0.417], [2.803, -0.340, -0.699], [-0.862, 2.115, 1.817], [1.881, -1.652, 0.088], [1.278, 0.659, 1.276], [-0.644, -1.786, -1.309], [-1.839, 0.979, 2.131]], "lowdin_charge": [0.272, 0.091, -0.067, -0.070, -0.579, -0.076, -0.159, -0.240, 0.117, 0.119, 0.137, 0.113, 0.018, 0.115, 0.063, 0.120, 0.026]}

3.
{"formula": "C53H83BCl8N8O12", "method": "ωB97M-V/def2-TZVPD", "total_charge": 0, "homo_ha": -0.28236, "orbital_gap_ha": 0.27477, "lumo_ev": -0.206, "elements": ["Cl", "Cl", "Cl", "Cl", "Cl", "Cl", "Cl", "Cl", "O", "O", "O", "O", "O", "O", "O", "O", "O", "O", "O", "O", "N", "N", "N", "N", "N", "N", "N", "N", "C", "C", "C", "C", "C", "C", "C", "C", "C", "C", "C", "C", "C", "C", "C", "C", "C", "C", "C", "C", "C", "C", "C", "C", "C", "C", "C", "C", "C", "C", "C", "C", "C", "C", "C", "C", "C", "C", "C", "C", "C", "C", "C", "C", "C", "C", "C", "C", "C", "C", "C", "C", "C", "B", "H", "H", "H", "H", "H", "H", "H", "H", "H", "H", "H", "H", "H", "H", "H", "H", "H", "H", "H", "H", "H", "H", "H", "H", "H", "H", "H", "H", "H", "H", "H", "H", "H", "H", "H", "H", "H", "H", "H", "H", "H", "H", "H", "H", "H", "H", "H", "H", "H", "H", "H", "H", "H", "H", "H", "H", "H", "H", "H", "H", "H", "H", "H", "H", "H", "H", "H", "H", "H", "H", "H", "H", "H", "H", "H", "H", "H", "H", "H", "H", "H", "H", "H"], "coordinates": [[-1.163, -6.512, -3.270], [-0.008, -8.819, -4.687], [4.063, -7.266, -0.116], [5.508, -6.981, -2.588], [-1.490, -6.873, -6.100], [3.075, -8.451, -2.543], [2.954, -5.594, -2.228], [1.129, -6.195, -5.038], [-1.743, 5.843, 1.803], [-0.802, 3.728, 1.501], [2.849, 5.962, 1.409], [-0.231, 5.417, -0.074], [-2.221, -5.847, 0.777], [-3.765, 5.133, 2.478], [-0.982, 1.037, 5.827], [0.750, 5.529, 2.047], [0.974, 0.057, -4.403], [1.566, 6.097, -1.228], [-4.221, -0.637, -0.507], [-2.565, 2.498, 2.112], [2.751, 2.834, 4.634], [4.316, 4.372, -0.536], [-1.138, 7.476, -5.488], [-0.288, -0.299, 0.586], [-0.334, -1.848, 6.227], [3.799, -0.906, -2.570], [0.303, -5.210, 1.984], [-2.986, 4.522, -3.112], [-3.315, 4.021, -1.874], [-0.960, -1.898, -1.255], [-6.039, -1.853, -1.597], [2.807, 1.477, 4.895], [-0.781, 0.749, -0.369], [-0.598, 1.140, -5.961], [-0.552, -1.313, 2.825], [3.891, 1.877, 2.928], [-0.895, 7.151, -4.172], [0.308, -4.849, 3.304], [-0.581, -3.156, -2.027], [3.880, -7.059, -1.825], [5.591, 2.604, -1.056], [-3.538, 2.387, -3.402], [2.296, -4.330, 2.403], [0.084, -1.548, -0.193], [-0.373, -7.122, -4.772], [-0.292, 5.420, -5.497], [-0.564, -3.988, 6.834], [-3.721, 2.728, -2.049], [6.342, 3.787, -1.281], [-3.083, 3.524, -4.034], [0.836, 0.167, 1.473], [1.681, 5.786, 1.169], [1.035, 5.808, -0.198], [3.449, 0.885, 3.844], [0.843, -2.254, 6.764], [-3.570, -5.462, 1.079], [3.976, -2.081, -1.888], [0.343, 1.250, -1.269], [-2.304, 1.570, 5.871], [-3.688, -3.963, 0.992], [-0.320, 5.913, -4.170], [1.526, -4.263, 3.569], [3.389, 3.059, 3.453], [4.133, -0.381, -0.425], [-1.295, -0.669, 1.649], [-2.028, 3.550, 1.909], [0.759, -3.578, 7.084], [-3.295, 0.427, 6.022], [-0.787, 6.432, -6.303], [4.125, -1.793, -0.558], [5.531, 4.854, -0.944], [3.833, 0.129, -1.660], [4.389, 3.014, -0.531], [0.143, -0.136, -5.549], [0.003, 2.497, -2.093], [-2.661, 4.933, 2.061], [-4.838, -0.931, -1.752], [0.854, -0.771, 2.669], [-1.231, -2.898, 6.296], [1.520, -4.910, 1.418], [0.497, -2.942, -3.079], [-0.510, 5.156, 1.339], [-0.376, 1.783, 5.887], [0.934, 3.055, -2.200], [3.903, -3.009, -2.432], [-1.464, -3.548, -2.539], [3.556, -0.191, 3.836], [-0.289, -3.973, -1.360], [3.414, 4.043, 3.008], [1.686, -1.587, 6.861], [-0.490, -5.626, 1.507], [-2.183, -6.802, 0.661], [-0.994, 6.464, -7.358], [-5.732, -2.818, -1.188], [-6.382, -2.095, -2.608], [3.682, -0.843, -3.561], [-1.091, 1.583, 0.268], [-0.586, -0.902, -5.280], [1.885, -3.878, 4.510], [-5.144, 0.021, -2.202], [-4.886, -0.267, 0.081], [-1.473, 0.834, -6.539], [1.393, -2.490, -2.658], [1.759, 0.284, 0.906], [1.096, -0.131, 3.514], [-2.478, 2.369, 6.597], [-3.137, -0.262, 6.854], [-1.119, -0.984, 3.696], [0.754, -0.549, -6.358], [2.260, 1.007, 5.697], [-4.231, -5.935, 0.344], [-3.592, 1.423, -3.883], [1.607, -4.183, 7.365], [-2.254, -2.750, 5.998], [1.198, 1.515, -0.645], [1.014, -1.259, -0.696], [-1.013, -4.961, 6.941], [-4.279, 0.873, 6.178], [-0.060, 5.365, -3.278], [-6.868, -1.452, -1.016], [0.123, -2.491, -3.995], [-3.799, -5.871, 2.068], [1.684, -5.202, 0.395], [5.817, 5.892, -0.977], [-0.677, 3.152, -1.546], [-2.543, 5.418, -3.230], [-1.796, 0.262, 1.926], [0.681, 0.434, -1.914], [1.594, -1.559, 2.550], [-1.074, 7.848, -3.372], [4.255, 0.125, 0.518], [-0.553, -4.971, 3.939], [-1.037, -1.072, -1.961], [3.337, -4.061, 2.312], [-3.352, -3.621, 0.012], [4.499, 1.768, 2.049], [0.780, -3.931, -3.453], [-0.494, -0.928, 5.840], [-3.301, -0.209, 5.135], [0.609, 1.201, 1.749], [-2.515, 2.028, 4.895], [1.698, 0.619, -4.704], [0.400, -2.340, 0.486], [-1.900, -1.963, -0.703], [-2.896, 3.774, -5.067], [0.053, 4.461, -5.844], [-3.056, -3.504, 1.755], [-0.604, -2.401, 2.819], [-2.125, -1.253, 1.242], [3.578, 4.943, -0.150], [7.312, 3.846, -1.746], [-0.900, 1.788, -5.139], [2.270, 3.482, 5.227], [-3.286, 4.626, -0.983], [-1.661, 8.291, -5.748], [3.695, 1.157, -1.958], [-1.711, 0.429, -0.831], [-4.719, -3.640, 1.127], [4.404, -2.502, 0.206], [5.901, 1.583, -1.204], [3.534, 2.449, -0.185], [-4.164, -1.403, -2.467], [-4.014, 2.037, -1.272], [-0.431, 2.219, -3.050], [0.017, 1.757, -6.622]], "lowdin_charge": [0.517, 0.547, 0.581, 0.504, 0.536, 0.513, 0.527, 0.510, 0.241, 0.224, 0.130, 0.221, -0.114, 0.161, -0.101, 0.245, -0.103, 0.163, -0.098, 0.133, 0.030, 0.049, 0.005, -0.183, 0.032, 0.039, 0.023, 0.042, -0.122, -0.162, -0.082, -0.152, -0.109, -0.074, -0.122, -0.077, -0.134, -0.136, -0.247, -2.032, -0.117, -0.118, -0.123, -0.078, -2.032, -0.100, -0.119, -0.123, -0.104, -0.149, -0.083, -0.402, -0.389, -0.141, -0.155, -0.286, -0.162, -0.195, -0.289, -0.074, -0.130, -0.119, -0.119, -0.111, -0.086, -0.407, -0.132, -0.083, -0.128, -0.098, -0.122, -0.154, -0.180, -0.298, -0.052, -0.407, -0.314, -0.130, -0.133, -0.146, -0.094, -0.863, 0.082, 0.079, 0.063, 0.091, 0.096, 0.095, 0.101, 0.107, 0.096, 0.094, 0.103, 0.060, 0.078, 0.137, 0.110, 0.094, 0.086, 0.099, 0.094, 0.077, 0.055, 0.107, 0.089, 0.117, 0.072, 0.092, 0.114, 0.097, 0.114, 0.085, 0.095, 0.098, 0.090, 0.118, 0.090, 0.079, 0.081, 0.077, 0.060, 0.116, 0.061, 0.108, 0.062, 0.113, 0.116, 0.086, 0.103, 0.114, 0.081, 0.102, 0.110, 0.090, 0.066, 0.072, 0.002, 0.087, 0.066, 0.141, 0.102, 0.088, 0.133, 0.084, 0.107, 0.081, 0.072, 0.091, 0.110, 0.091, 0.085, 0.042, 0.142, 0.113, 0.141, 0.092, 0.119, 0.080, 0.091, 0.082, 0.091, 0.112, 0.081, 0.052, 0.069]}

4.
{"formula": "C4H7CuO", "method": "ωB97M-V/def2-TZVPD", "total_charge": 0, "homo_ha": [-0.25399, -0.35456], "orbital_gap_ha": [0.28236, 0.28300], "lumo_ev": [0.772, -1.947], "spin_multiplicity": 3, "de_lowest_kcal_mol": 0.0, "elements": ["Cu", "O", "C", "C", "C", "C", "H", "H", "H", "H", "H", "H", "H"], "coordinates": [[3.732, 0.518, -0.319], [2.070, 0.511, -0.724], [-1.432, -0.034, -0.666], [1.091, -0.169, -0.104], [-0.228, 0.507, 0.068], [-1.326, -0.209, 0.818], [-0.176, 1.593, 0.186], [1.808, -0.496, 0.965], [-2.148, 0.691, -1.055], [-1.969, 0.393, 1.460], [0.965, -1.186, -0.532], [-1.107, -1.208, 1.200], [-1.280, -0.912, -1.297]], "lowdin_charge": [0.462, -0.412, -0.123, -0.360, -0.283, -0.124, 0.142, 0.169, 0.101, 0.101, 0.117, 0.105, 0.104]}

Sequential strongest force on any atom output: 0.032; 0.025; 0.035; 0.077 hartree/bohr